[1]
The following is a DFT calculation (wB97M-V/def2-TZVPD) of a molecular structure, C25H21N5O4OsS.

Calculated values
- net charge = +2
- calculated total energy (eV) = -55192.7581
- spin multiplicity = 5
- HOMO-LUMO gap (spin up / spin down) (eV) = 5.100 / 3.544
- energy relative to the best compared isomer or geometry (same formula, charge and spin) (kJ/mol) = 0.0
- HOMO energy (spin up / spin down) (eV) = -13.29 / -13.77
- expectation value of S² = 6.02

Geometry as XYZ:
```
57
C25H21N5O4OsS | OMol25 | wB97M-V/def2-TZVPD
Os 0.27 -0.84 -0.18
S 7.41 -0.84 -1.77
O -1.19 -2.17 -0.21
O -2.32 -4.64 3.47
O -1.16 -4.00 5.27
O -2.31 -3.77 0.89
N 2.29 -0.21 -0.65
N 0.46 -2.33 3.86
N 0.49 -1.73 1.77
N 6.41 0.94 -3.39
N -0.36 0.69 -1.05
C 3.37 -0.73 -0.05
C -4.25 -0.62 1.76
C 1.06 -1.54 2.96
C -0.54 -3.04 3.25
C -1.67 3.63 -3.85
C -3.75 0.08 -0.49
C -0.52 -2.65 1.96
C -1.44 -2.93 0.83
C 4.64 -0.63 -0.58
C -2.73 4.44 -3.46
C -3.40 4.19 -2.27
C 3.71 0.62 -2.39
C -4.59 -0.54 0.41
C -1.56 1.18 -1.01
C -1.39 -3.95 4.09
C -3.03 3.12 -1.48
C 4.83 0.05 -1.78
C -2.54 0.61 -0.06
C 2.13 -0.57 3.31
C 2.47 0.47 -1.80
C -3.05 -0.06 2.20
C -1.96 2.30 -1.86
C -1.28 2.57 -3.06
C 6.18 0.14 -2.39
C -2.19 0.54 1.30
H -3.56 2.92 -0.56
H -4.02 0.14 -1.54
H 1.78 0.12 4.08
H 5.46 -1.07 -0.03
H 1.57 0.90 -2.22
H -1.16 3.82 -4.79
H 2.40 0.03 2.44
H -3.03 5.27 -4.08
H -4.23 4.82 -1.97
H 3.02 -1.08 3.69
H 3.20 -1.26 0.88
H 5.70 1.57 -3.74
H -0.47 1.92 -3.36
H -2.38 -4.45 2.51
H -4.91 -1.10 2.46
H -5.52 -0.98 0.07
H 3.74 1.16 -3.33
H -2.81 -0.08 3.26
H -1.27 1.01 1.64
H 0.65 -2.41 4.85
H 7.32 1.01 -3.84
```

***

[2]
The following is a DFT calculation (wB97M-V/def2-TZVPD) of a molecular structure, C25H21N5O6PtSb in a non-equilibrium geometry.

Calculated values
- net charge = +1
- calculated total energy (eV) = -55773.3898
- spin multiplicity = 3
- HOMO-LUMO gap (spin up / spin down) (eV) = 8.906 / 8.320
- HOMO energy (spin up / spin down) (eV) = -11.98 / -12.54
- expectation value of S² = 2.01

Geometry as XYZ:
```
59
C25H21N5O6PtSb | OMol25 | wB97M-V/def2-TZVPD
Pt 0.09 -0.26 -0.84
Sb 0.03 -0.04 -4.59
O -1.06 2.90 6.73
O 0.58 -1.48 7.92
O -0.21 0.45 1.23
O 0.76 -1.48 1.49
O -1.34 3.36 4.65
O 1.14 -2.87 6.37
N -1.01 2.64 5.56
N -0.91 1.53 -2.00
N 1.91 -0.13 -2.17
N -0.89 -1.74 -2.21
N 0.72 -1.81 6.77
C 1.91 -0.11 -3.49
C -2.13 -3.74 -3.65
C -0.89 1.52 -3.33
C 0.14 -0.21 3.44
C 0.50 -1.15 4.40
C -0.35 1.03 3.84
C -1.55 -2.71 -1.57
C 0.25 -0.47 1.97
C -2.17 -3.74 -2.27
C -0.86 -1.72 -3.53
C -1.52 2.59 0.13
C 4.29 -0.02 -3.56
C -1.46 2.52 -4.09
C -2.09 3.59 -2.07
C -1.49 2.55 -1.36
C 3.08 -0.05 -4.23
C 0.35 -0.83 5.75
C -0.13 0.41 6.16
C -1.48 -2.70 -4.30
C -2.07 3.59 -3.44
C 4.28 -0.02 -2.18
C -0.48 1.33 5.19
C -1.63 -2.62 -0.09
C 3.00 0.00 -0.02
C 3.07 -0.06 -1.50
H -0.23 0.64 7.21
H -2.53 4.39 -4.01
H 3.03 -0.03 -5.31
H -1.42 2.47 -5.17
H -0.65 1.76 3.10
H -2.61 -4.52 -4.22
H -2.01 1.70 0.52
H 5.22 0.02 -4.10
H 5.20 0.02 -1.61
H -0.64 -2.77 0.35
H -2.04 3.47 0.49
H 0.87 -2.12 4.12
H -1.45 -2.64 -5.38
H 2.58 -0.93 0.39
H -2.55 4.40 -1.52
H 2.34 0.82 0.28
H 3.98 0.16 0.42
H -0.50 2.59 0.52
H -2.69 -4.52 -1.73
H -2.31 -3.35 0.33
H -1.98 -1.62 0.19
```

***

[3]
The following is a DFT calculation (wB97M-V/def2-TZVPD) of a molecular structure, C25H22AgBrN6Se.

Calculated values
- net charge = -2
- calculated total energy (eV) = -174609.8156
- spin multiplicity = 1
- HOMO-LUMO gap (eV) = 3.070
- energy relative to the best compared isomer or geometry (same formula, charge and spin) (kJ/mol) = 74.7
- HOMO energy (eV) = 0.82

Geometry as XYZ:
```
56
C25H22AgBrN6Se | OMol25 | wB97M-V/def2-TZVPD
Ag -1.64 0.93 -1.91
Br -4.36 -5.43 -0.05
Se -3.70 1.20 -3.46
N 0.50 0.69 -0.22
N -2.58 -1.14 -0.45
N 0.93 -1.20 -2.34
N 0.29 -0.42 -3.22
N -0.78 3.13 0.68
N -1.68 2.94 -0.28
C -0.43 1.31 3.88
C -0.61 -1.21 -3.81
C 2.00 -0.70 -1.55
C 4.38 -0.79 -1.09
C -0.44 2.08 1.58
C -3.73 -1.45 -1.04
C -0.76 2.25 2.92
C -2.43 -3.38 0.40
C -3.63 -3.67 -0.21
C 4.16 0.10 -0.05
C 0.24 0.17 3.44
C -1.84 4.11 -0.88
C -0.52 -2.52 -3.32
C 0.55 -0.02 2.11
C 2.90 0.59 0.24
C -4.31 -2.71 -0.94
C 0.48 -2.48 -2.37
C 3.27 -1.17 -1.83
C -0.36 4.42 0.73
C -1.95 -2.08 0.25
C -0.82 1.49 5.32
C -1.02 5.08 -0.29
C 1.74 0.21 -0.49
C 5.77 -1.28 -1.43
C 0.22 0.92 1.10
H 6.42 -1.25 -0.56
H 1.08 -0.92 1.81
H 3.38 -1.86 -2.67
H -0.14 0.96 5.99
H 0.38 4.73 1.44
H -1.29 3.16 3.19
H 2.77 1.28 1.06
H -1.14 -3.37 -3.57
H -0.81 2.55 5.61
H 0.52 -0.59 4.16
H 5.75 -2.32 -1.79
H -4.16 -0.65 -1.67
H -1.33 -0.77 -4.48
H -0.90 6.12 -0.56
H -2.51 4.15 -1.72
H -1.88 -4.12 0.96
H 6.23 -0.68 -2.22
H 0.88 -3.22 -1.71
H -1.83 1.12 5.51
H 5.00 0.44 0.56
H -5.24 -2.93 -1.44
H -1.00 -1.79 0.70
```

***

[4]
The following is a DFT calculation (wB97M-V/def2-TZVPD) of a molecular structure, C25H22AsMnOS7.

Calculated values
- net charge = -1
- calculated total energy (eV) = -196339.5062
- spin multiplicity = 6
- HOMO-LUMO gap (spin up / spin down) (eV) = 5.932 / 6.023
- energy relative to the best compared isomer or geometry (same formula, charge and spin) (kJ/mol) = 0.0
- HOMO energy (spin up / spin down) (eV) = -3.79 / -3.89
- expectation value of S² = 8.76

Geometry as XYZ:
```
57
C25H22AsMnOS7 | OMol25 | wB97M-V/def2-TZVPD
As 2.58 -0.23 0.24
Mn -0.10 -0.08 -0.09
S 0.22 -0.30 2.44
S -1.74 -1.91 -0.29
S -1.90 2.37 1.31
S -2.00 -3.70 -2.67
S -1.58 -4.66 -5.46
S -0.04 0.18 -2.54
S -0.60 -2.02 -4.49
O -0.99 1.89 0.20
C -1.45 -2.18 -2.00
C 1.88 -0.11 2.99
C -4.19 1.70 0.12
C 2.22 -2.14 0.00
C -0.78 -1.38 -2.87
C 4.74 1.15 -1.09
C 1.47 -4.77 -0.48
C 1.65 -3.90 -1.55
C 3.43 0.15 4.84
C -3.35 2.94 0.40
C 6.83 0.21 -1.80
C -1.43 -3.51 -4.27
C 2.05 -3.02 1.06
C 5.99 1.30 -1.68
C 4.28 0.01 2.61
C 4.34 -0.09 -0.60
C -2.80 0.93 1.96
C 2.02 -2.59 -1.31
C 6.44 -1.03 -1.32
C 2.14 0.02 4.36
C -4.24 1.00 1.47
C 5.19 -1.18 -0.73
C 2.99 -0.12 2.12
C 4.51 0.15 3.97
C 1.67 -4.33 0.82
H 4.08 2.00 -1.02
H -3.68 1.08 -0.61
H -2.95 3.45 -0.48
H -4.86 1.58 2.17
H 1.15 -5.79 -0.66
H 7.80 0.33 -2.27
H 1.47 -4.23 -2.56
H 3.59 0.25 5.91
H 2.18 -2.67 2.08
H -3.88 3.67 1.02
H -4.66 -0.01 1.41
H -2.31 0.07 1.50
H -5.18 1.96 -0.26
H 6.29 2.27 -2.06
H 5.52 0.25 4.35
H -2.65 0.87 3.04
H 4.88 -2.15 -0.36
H 7.09 -1.88 -1.42
H 2.11 -1.90 -2.15
H 1.52 -5.00 1.65
H 1.30 0.02 5.04
H 5.12 0.00 1.92
```